No. 1
Formula: C45H90Br12N3O13
Source: the Open Molecules 2025 dataset
Level of theory: wB97M-V/def2-TZVPD

CARTESIAN COORDINATES (ANGSTROEM)
C: 18.649 -7.257 -11.262
C: 17.750 -7.451 -10.024
C: 18.524 -8.212 -8.975
C: 19.647 -7.471 -8.288
C: 19.009 -6.329 -7.538
C: 18.289 -5.328 -8.452
N: 17.407 -6.114 -9.423
O: 16.418 -5.485 -9.947
C: 19.255 -4.440 -9.228
C: 17.265 -4.501 -7.553
C: 16.514 -8.220 -10.463
H: 18.088 -6.788 -12.065
H: 18.973 -8.251 -11.570
H: 19.507 -6.640 -10.995
H: 18.895 -9.158 -9.379
H: 17.903 -8.642 -8.185
H: 20.323 -7.014 -9.018
H: 20.410 -8.034 -7.748
H: 19.784 -5.874 -6.920
H: 18.256 -6.722 -6.850
H: 19.691 -3.655 -8.608
H: 18.747 -3.941 -10.054
H: 20.112 -4.969 -9.648
H: 17.785 -3.960 -6.759
H: 16.566 -5.163 -7.046
H: 16.765 -3.719 -8.124
H: 16.637 -9.251 -10.798
H: 15.952 -7.723 -11.255
H: 15.731 -8.410 -9.724
C: 14.095 -5.388 -6.834
C: 14.149 -6.283 -7.823
C: 13.528 -6.006 -9.152
O: 13.428 -6.811 -10.126
C: 12.833 -4.829 -9.409
C: 12.703 -3.767 -8.408
C: 13.424 -4.092 -6.986
O: 13.371 -3.294 -6.065
O: 12.092 -2.717 -8.512
O: 14.935 -7.302 -7.647
H: 14.609 -5.611 -5.909
H: 12.307 -4.662 -10.338
C: 15.144 -3.328 -3.660
N: 16.207 -2.354 -4.188
O: 17.283 -2.797 -4.518
O: 15.891 -1.188 -4.241
H: 14.227 -2.836 -3.968
H: 15.255 -3.159 -2.587
H: 15.438 -4.322 -3.978
C: 21.211 -7.612 -2.728
N: 20.653 -6.951 -3.923
O: 20.986 -7.403 -5.011
O: 20.111 -5.856 -3.846
H: 21.806 -8.483 -2.996
H: 20.340 -8.008 -2.207
H: 21.866 -6.927 -2.196
Br: 15.969 -4.405 -17.207
C: 16.239 -3.090 -15.761
C: 17.310 -3.557 -14.801
Br: 16.758 -4.972 -13.560
H: 15.284 -2.861 -15.298
H: 16.679 -2.181 -16.171
H: 17.736 -2.722 -14.243
H: 18.224 -3.930 -15.262
Br: 19.601 2.387 -11.336
C: 18.977 0.559 -11.192
C: 19.723 -0.205 -12.286
Br: 19.576 -2.197 -11.981
H: 17.902 0.460 -11.318
H: 19.266 0.196 -10.208
H: 20.788 0.008 -12.246
H: 19.301 0.033 -13.259
Br: 14.480 -8.078 -14.321
C: 13.130 -8.441 -12.999
C: 12.278 -9.592 -13.499
Br: 10.988 -10.172 -12.069
H: 12.418 -7.623 -12.909
H: 13.526 -8.712 -12.023
H: 12.854 -10.486 -13.728
H: 11.581 -9.434 -14.318
Br: 22.912 -8.253 -9.352
C: 23.912 -8.323 -11.038
C: 23.451 -9.523 -11.839
Br: 24.786 -9.875 -13.278
H: 24.899 -8.542 -10.642
H: 23.813 -7.365 -11.541
H: 22.448 -9.486 -12.259
H: 23.421 -10.421 -11.223
Br: 18.293 -11.215 -11.965
C: 18.122 -12.349 -13.581
C: 17.349 -13.635 -13.259
Br: 17.370 -14.747 -14.894
H: 19.159 -12.551 -13.828
H: 17.573 -11.699 -14.256
H: 16.332 -13.426 -12.934
H: 17.803 -14.299 -12.527
Br: 21.846 -10.746 -4.311
C: 21.961 -10.460 -6.231
C: 20.730 -11.169 -6.837
Br: 20.729 -11.155 -8.812
H: 22.944 -10.816 -6.531
H: 21.935 -9.383 -6.381
H: 19.834 -10.631 -6.537
H: 20.694 -12.187 -6.459
C: 23.671 -4.179 -6.570
C: 22.352 -4.190 -5.715
O: 21.961 -2.821 -5.491
C: 20.638 -2.668 -4.979
C: 20.568 -1.193 -4.675
H: 23.529 -3.329 -7.238
H: 24.485 -3.937 -5.889
H: 23.773 -5.095 -7.147
H: 21.632 -4.875 -6.166
H: 22.495 -4.529 -4.685
H: 19.907 -2.857 -5.768
H: 20.476 -3.219 -4.051
H: 21.257 -0.915 -3.876
H: 19.558 -0.879 -4.410
H: 20.857 -0.576 -5.527
C: 15.696 -2.095 -10.563
C: 15.486 -1.157 -9.367
O: 16.707 -1.189 -8.656
C: 16.578 -0.479 -7.456
C: 17.978 -0.395 -6.797
H: 15.028 -1.883 -11.399
H: 16.718 -2.019 -10.935
H: 15.465 -3.092 -10.188
H: 15.361 -0.133 -9.730
H: 14.638 -1.566 -8.814
H: 16.072 0.480 -7.607
H: 15.873 -1.056 -6.847
H: 17.996 0.224 -5.898
H: 18.702 0.037 -7.488
H: 18.286 -1.374 -6.431
C: 22.145 -4.421 -12.279
C: 23.545 -3.967 -12.023
O: 24.020 -4.673 -10.895
C: 25.368 -4.368 -10.537
C: 25.840 -5.598 -9.699
H: 22.050 -5.508 -12.276
H: 21.492 -4.031 -11.500
H: 21.757 -4.017 -13.214
H: 24.199 -4.121 -12.890
H: 23.587 -2.872 -12.010
H: 26.031 -4.191 -11.388
H: 25.421 -3.447 -9.951
H: 26.005 -6.425 -10.384
H: 25.109 -5.816 -8.923
H: 26.715 -5.267 -9.135
C: 16.645 -10.226 -6.400
C: 16.858 -11.480 -7.239
O: 17.655 -12.449 -6.566
C: 18.065 -13.603 -7.364
C: 18.682 -14.492 -6.307
H: 16.037 -9.533 -6.983
H: 16.119 -10.534 -5.497
H: 17.642 -9.845 -6.176
H: 15.908 -11.951 -7.512
H: 17.322 -11.190 -8.189
H: 17.089 -13.896 -7.761
H: 18.685 -13.277 -8.201
H: 17.965 -14.750 -5.530
H: 19.523 -14.024 -5.794
H: 19.117 -15.376 -6.778

Forces on atoms 1 to 3 (eV/Å):
C -0.1 0.5 0.5
C 0.1 -0.8 0.2
C 0.7 -2.1 1.0

Output
Charge: -1
HOMO-LUMO gap, eV: 3.48
E_LUMO, hartree: -0.001
E, eV: -919711.50110

These are the Löwdin partial charges, in e, on atoms 1 to 2: C 0.000; C -0.425

***

No. 2
Formula: C45H92BF4N5O4
Source: the Open Molecules 2025 dataset
Level of theory: wB97M-V/def2-TZVPD

CARTESIAN COORDINATES (ANGSTROEM)
C: -3.050 -0.692 -0.181
C: -3.682 -0.908 1.162
C: -5.128 -1.452 1.093
C: -6.276 -0.527 0.675
N: -7.698 -1.121 0.628
C: -8.146 -1.608 2.031
C: -9.684 -1.629 1.984
C: -10.034 -0.479 1.048
C: -8.731 0.044 0.499
C: -7.860 -2.177 -0.533
H: -2.012 -0.360 -0.142
H: -3.551 0.019 -0.841
H: -3.081 -1.629 -0.742
H: -3.692 0.025 1.728
H: -3.085 -1.663 1.673
H: -5.214 -1.866 2.100
H: -5.143 -2.340 0.457
H: -6.065 -0.089 -0.301
H: -6.311 0.302 1.382
H: -7.607 -2.540 2.196
H: -7.875 -0.854 2.769
H: -10.053 -2.567 1.570
H: -10.095 -1.520 2.986
H: -10.718 -0.843 0.283
H: -10.561 0.347 1.526
H: -8.766 0.328 -0.552
H: -8.279 0.841 1.087
H: -7.641 -1.734 -1.502
H: -8.874 -2.557 -0.422
H: -7.182 -3.000 -0.315
C: -2.493 -6.219 -1.097
C: -1.798 -5.537 0.059
C: -1.347 -6.571 1.038
C: -0.234 -6.243 2.025
C: 0.939 -5.482 1.396
C: 0.515 -4.274 0.568
N: -0.587 -4.731 -0.417
O: -0.844 -3.927 -1.394
C: 1.731 -3.787 -0.200
C: 0.153 -3.136 1.568
C: -2.804 -4.538 0.769
H: -2.778 -5.485 -1.851
H: -3.391 -6.748 -0.779
H: -1.863 -6.971 -1.572
H: -1.008 -7.459 0.498
H: -2.156 -7.061 1.581
H: 0.139 -7.160 2.480
H: -0.592 -5.659 2.875
H: 1.379 -6.265 0.773
H: 1.685 -5.204 2.138
H: 2.040 -4.620 -0.832
H: 2.519 -3.378 0.428
H: 1.421 -2.966 -0.849
H: 1.022 -2.793 2.126
H: -0.639 -3.341 2.287
H: -0.260 -2.360 0.921
H: -3.708 -5.029 1.132
H: -3.237 -3.827 0.064
H: -2.441 -4.122 1.707
C: -1.587 5.448 -1.604
C: -0.700 4.379 -0.937
C: 0.547 5.024 -0.385
C: 0.352 5.789 0.941
C: -0.413 4.921 1.983
C: -1.791 4.424 1.590
N: -1.578 3.780 0.178
O: -2.214 2.609 -0.050
C: -2.924 5.443 1.537
C: -2.114 3.394 2.666
C: -0.386 3.243 -1.857
H: -2.596 5.083 -1.794
H: -1.203 5.766 -2.574
H: -1.662 6.398 -1.076
H: 1.038 5.599 -1.171
H: 1.270 4.224 -0.205
H: -0.232 6.677 0.695
H: 1.266 6.070 1.463
H: -0.442 5.407 2.959
H: 0.300 4.120 2.193
H: -3.915 5.020 1.694
H: -2.804 5.968 0.590
H: -2.850 6.221 2.297
H: -2.297 3.812 3.656
H: -1.285 2.730 2.916
H: -2.992 2.777 2.472
H: -1.247 3.014 -2.485
H: 0.005 2.315 -1.448
H: 0.406 3.504 -2.562
C: 4.099 -0.453 -2.478
C: 3.282 -0.610 -3.775
C: 2.329 0.671 -3.918
C: 2.981 1.865 -4.652
C: 3.707 1.483 -5.972
C: 4.770 0.412 -5.788
N: 4.144 -0.745 -5.028
O: 4.324 -1.926 -5.556
C: 5.973 0.782 -4.922
C: 5.275 -0.032 -7.189
C: 2.310 -1.806 -3.640
H: 3.407 -0.563 -1.642
H: 4.476 0.537 -2.220
H: 4.870 -1.222 -2.508
H: 1.870 0.950 -2.971
H: 1.498 0.383 -4.566
H: 3.707 2.361 -4.003
H: 2.260 2.678 -4.744
H: 4.136 2.431 -6.297
H: 3.042 1.222 -6.796
H: 6.611 -0.053 -4.635
H: 5.677 1.339 -4.032
H: 6.614 1.506 -5.427
H: 6.083 -0.758 -7.122
H: 5.515 0.753 -7.905
H: 4.449 -0.525 -7.704
H: 2.894 -2.649 -3.269
H: 1.906 -2.073 -4.616
H: 1.519 -1.574 -2.929
C: 3.889 3.146 1.843
C: 4.617 2.702 3.116
C: 3.549 2.060 4.098
C: 3.146 0.636 3.665
C: 4.385 -0.231 3.632
C: 5.414 0.212 2.585
N: 5.732 1.650 2.740
O: 6.864 2.039 2.293
C: 4.902 0.006 1.162
C: 6.678 -0.697 2.757
C: 5.302 3.856 3.918
H: 4.575 3.668 1.174
H: 3.201 3.966 2.055
H: 3.337 2.314 1.409
H: 2.626 2.641 4.081
H: 3.851 2.135 5.143
H: 2.590 0.577 2.729
H: 2.459 0.212 4.399
H: 4.185 -1.267 3.359
H: 4.879 -0.258 4.604
H: 4.901 -1.049 0.893
H: 5.413 0.621 0.419
H: 3.873 0.327 0.995
H: 7.450 -0.495 2.016
H: 6.379 -1.730 2.579
H: 7.048 -0.694 3.782
H: 4.668 4.657 4.298
H: 6.101 4.339 3.355
H: 5.740 3.411 4.812
B: 1.057 0.177 -0.036
F: 0.463 -0.507 -1.049
F: 0.023 0.763 0.679
F: 1.689 -0.663 0.862
F: 2.061 1.079 -0.534

Forces on atoms 1 to 3 (eV/Å):
C 0.3 0.0 -1.1
C -0.7 0.6 -0.6
C 0.1 -1.2 0.4

Output
Charge: +4
HOMO-LUMO gap, eV: 7.65
E_LUMO, hartree: -0.419
E, eV: -75304.88030

These are the Löwdin partial charges, in e, on atoms 1 to 2: C -0.105; C -0.236